Entry 1:
ORCA calculation (ωB97M-V with the def2-TZVPD basis set) on a 6-piece molecular cluster, C25H51ClF3NO11PS2 overall.

Positions of all 95 atoms, in Å:
C -1.014 -0.817 -5.370
C -1.601 -0.838 -3.917
C -1.737 -2.269 -3.346
C -1.014 0.245 -2.974
P 0.368 -0.206 -1.743
N 1.165 -1.433 -2.765
C 1.602 1.140 -2.390
C 1.832 1.216 -3.910
C 2.867 2.368 -4.188
S 4.539 1.881 -3.757
O 4.807 2.245 -2.395
O 4.734 0.470 -3.926
O 5.597 2.703 -4.671
C 1.583 -0.828 -0.327
C 1.475 -2.346 -0.309
O 0.573 -2.940 0.090
Cl 2.908 -3.343 -0.909
S -0.456 1.396 -0.383
O -1.037 2.546 -1.068
O -1.536 0.776 0.383
C 0.695 2.158 0.886
F 0.578 1.566 2.079
F 1.987 2.170 0.584
F 0.333 3.427 1.095
H -1.647 -0.205 -6.024
H -0.014 -0.360 -5.382
H -0.921 -1.835 -5.774
H -2.646 -0.535 -4.103
H -2.527 -2.785 -3.916
H -2.030 -2.271 -2.291
H -0.825 -2.859 -3.486
H -1.877 0.433 -2.306
H -0.896 1.227 -3.459
H -0.561 -1.148 -1.189
H 2.171 -1.284 -2.700
H 0.962 -1.409 -3.757
H 2.607 1.032 -1.953
H 1.314 2.168 -2.089
H 2.302 0.324 -4.342
H 0.966 1.481 -4.524
H 2.829 2.628 -5.254
H 2.581 3.232 -3.579
H 6.457 2.335 -4.397
H 1.239 -0.572 0.686
H 2.645 -0.628 -0.507
C -1.596 -1.352 5.040
C -2.557 -0.939 3.953
O -3.650 -1.458 3.848
C -2.096 0.141 3.011
H -2.049 -2.135 5.647
H -0.677 -1.739 4.594
H -1.371 -0.501 5.679
H -1.201 -0.180 2.484
H -1.892 1.056 3.572
H -2.873 0.343 2.281
C 1.505 -0.048 8.911
C 0.532 0.362 7.832
O -0.559 -0.152 7.740
C 0.978 1.438 6.873
H 1.057 -0.826 9.525
H 2.419 -0.438 8.460
H 1.741 0.809 9.545
H 1.869 1.112 6.335
H 1.191 2.359 7.419
H 0.186 1.633 6.153
C 2.302 -5.826 -6.198
C 1.873 -5.181 -4.899
O 0.815 -4.605 -4.807
C 2.823 -5.292 -3.732
H 1.529 -5.672 -6.950
H 3.231 -5.373 -6.550
H 2.443 -6.898 -6.053
H 3.774 -4.815 -3.981
H 2.985 -6.343 -3.485
H 2.398 -4.790 -2.865
C 0.202 5.516 -1.588
C 1.231 6.041 -2.554
O 1.357 5.576 -3.667
C 2.107 7.176 -2.079
H -0.354 4.705 -2.054
H 0.694 5.131 -0.694
H -0.496 6.311 -1.317
H 2.679 6.863 -1.204
H 1.492 8.042 -1.830
H 2.801 7.454 -2.871
C -7.929 -1.187 6.079
C -7.070 -2.240 6.737
O -7.562 -3.142 7.381
C -5.581 -2.117 6.554
H -8.978 -1.394 6.289
H -7.679 -0.202 6.475
H -7.776 -1.203 4.999
H -5.231 -1.170 6.970
H -5.327 -2.171 5.494
H -5.084 -2.934 7.075

HOMO level   -5.421 eV
Charge   -1
Gap between HOMO and LUMO   7.51 eV
LUMO level   0.077 Ha

Entry 2:
ORCA calculation (ωB97M-V with the def2-TZVPD basis set) on C25H51O19Zn as an isolated structure.

Positions of all 96 atoms, in Å:
Zn -1.815 -2.158 1.589
C -0.465 -0.388 -0.543
O -1.407 -0.837 0.348
H 0.335 0.175 -0.044
H 0.005 -1.225 -1.103
H -0.919 0.266 -1.306
C -4.284 -0.318 -2.057
O -5.251 0.682 -1.699
C -6.486 0.436 -2.216
O -6.758 -0.494 -2.919
O -7.362 1.340 -1.873
C -6.942 2.484 -1.166
H -4.502 -1.284 -1.597
H -3.346 -0.001 -1.582
H -4.141 -0.350 -3.130
H -6.530 2.223 -0.192
H -7.795 3.132 -1.053
H -6.147 2.975 -1.737
C -3.641 0.837 1.775
O -2.995 1.161 2.957
C -2.221 0.279 3.412
O -2.179 -0.876 3.047
O -1.476 0.694 4.297
C -1.493 2.124 4.599
H -2.917 0.716 0.956
H -4.297 1.660 1.529
H -4.216 -0.092 1.806
H -2.418 2.424 5.087
H -1.311 2.733 3.708
H -0.656 2.321 5.262
C 2.506 -2.450 1.202
O 2.445 -1.971 2.532
C 1.280 -1.956 3.063
O 0.249 -2.233 2.516
O 1.298 -1.679 4.330
C 2.525 -1.378 5.054
H 3.545 -2.602 0.953
H 2.068 -1.709 0.522
H 1.935 -3.366 1.119
H 3.163 -0.668 4.555
H 3.008 -2.319 5.304
H 2.208 -0.923 5.986
C 0.700 -4.453 -6.310
O 0.620 -3.562 -5.200
C 1.730 -2.960 -4.862
O 2.763 -3.037 -5.386
O 1.474 -2.239 -3.834
C 2.536 -1.454 -3.285
H 1.659 -4.419 -6.820
H -0.069 -4.190 -7.028
H 0.545 -5.464 -5.936
H 2.106 -0.709 -2.636
H 3.078 -0.991 -4.104
H 3.183 -2.097 -2.691
C 6.528 -0.828 -1.896
O 5.159 -0.508 -1.870
C 4.862 0.711 -1.448
O 5.584 1.491 -0.981
O 3.551 0.798 -1.465
C 2.977 2.097 -1.295
H 7.087 -0.196 -2.582
H 6.590 -1.837 -2.298
H 6.945 -0.810 -0.895
H 3.274 2.765 -2.109
H 3.289 2.564 -0.359
H 1.896 2.005 -1.310
C -2.621 5.531 0.805
C -1.396 4.695 0.623
O -0.653 4.504 1.526
C -1.156 4.094 -0.726
H -2.407 6.590 0.659
H -2.921 5.447 1.855
H -3.445 5.203 0.182
H -0.401 3.311 -0.700
H -0.880 4.835 -1.480
H -2.084 3.634 -1.098
C 3.710 2.784 3.952
C 2.402 2.071 3.984
O 1.989 1.560 4.982
C 1.663 1.964 2.693
H 4.498 2.371 3.314
H 4.167 2.760 4.945
H 3.507 3.810 3.634
H 0.776 1.361 2.877
H 2.287 1.416 1.983
H 1.407 2.928 2.254
C -2.174 -3.960 -1.570
C -0.945 -4.056 -0.696
O -1.044 -3.791 0.534
C 0.378 -4.311 -1.339
H -2.041 -4.447 -2.532
H -2.372 -2.904 -1.774
H -2.989 -4.415 -1.013
H 0.910 -3.365 -1.314
H 0.214 -4.578 -2.381
H 0.956 -5.103 -0.868

HOMO level   -11.805 eV
Charge   +1
Gap between HOMO and LUMO   8.65 eV
LUMO level   -0.116 Ha
ΔE to the lowest compared entry with this formula, charge and spin   0.0 kJ/mol